Here is C38H34N4P2S2Y as an isolated structure from the OMol25 dataset. Energies are from wB97M-V/def2-TZVPD.

XYZ file:
```
81
C38H34N4P2S2Y | the OMol25 dataset | wB97M-V/def2-TZVPD
Y -1.58 -0.03 0.49
C -3.02 -1.33 5.79
S -2.12 0.17 5.57
C -2.14 0.36 3.85
S -2.81 -0.79 2.77
N -1.60 1.52 3.52
N -1.67 1.74 2.19
C -1.51 2.98 1.81
C -1.74 3.31 0.39
C -1.63 4.61 -0.06
C -2.19 4.93 -1.25
C -2.77 3.92 -2.00
C -2.74 2.60 -1.55
N -2.14 2.28 -0.39
H -3.28 -1.39 6.89
H -2.48 -2.20 5.40
H -3.98 -1.17 5.25
H -1.32 3.75 2.53
H -1.18 5.35 0.56
H -2.13 5.90 -1.73
H -3.16 4.05 -3.00
H -2.98 1.80 -2.23
C -1.76 -2.01 -2.69
P -1.35 -0.23 -2.49
C -1.73 0.79 -3.93
C -3.00 0.72 -4.47
C -3.46 1.78 -5.29
C -2.63 2.88 -5.57
C -1.30 2.89 -5.08
C -0.83 1.82 -4.29
C 0.49 -0.21 -2.47
C 1.03 0.77 -1.66
C 2.42 1.03 -1.65
C 3.18 0.38 -2.61
C 2.65 -0.60 -3.42
C 1.30 -0.93 -3.37
C -1.26 -2.75 -1.47
C -0.95 -4.11 -1.37
C -0.53 -4.34 -0.06
C -0.56 -3.15 0.59
C 0.12 -2.82 1.89
P 0.88 -1.23 1.66
C 1.37 -0.72 3.29
C 1.46 -1.63 4.37
C 1.87 -1.25 5.60
C 2.23 0.08 5.79
C 2.10 1.01 4.80
C 1.64 0.66 3.53
C 2.50 -1.53 0.86
C 3.65 -1.08 1.49
C 4.89 -1.19 0.87
C 5.02 -1.88 -0.36
C 3.88 -2.35 -0.96
C 2.61 -2.13 -0.38
N -0.97 -2.13 -0.25
H -1.29 -2.51 -3.55
H -2.85 -2.10 -2.82
H -3.76 -0.05 -4.28
H -4.48 1.64 -5.65
H -2.97 3.72 -6.18
H -0.72 3.81 -5.16
H 0.15 1.90 -3.84
H 0.40 1.32 -1.01
H 2.71 1.61 -0.85
H 4.22 0.57 -2.75
H 3.28 -1.11 -4.13
H 0.84 -1.65 -3.99
H -0.99 -4.85 -2.14
H -0.21 -5.26 0.41
H 0.86 -3.59 2.12
H -0.61 -2.83 2.68
H 1.14 -2.68 4.27
H 1.98 -1.91 6.40
H 2.53 0.33 6.81
H 2.42 2.04 5.07
H 1.51 1.36 2.74
H 3.65 -0.55 2.40
H 5.72 -0.73 1.35
H 6.01 -1.99 -0.79
H 3.91 -2.99 -1.85
H 1.76 -2.44 -0.97
```

As for the largest force on an atom: 3.02 eV/A. The charge is +1. The molar mass is 761.7 g mol⁻¹. The value obtained for the gap between HOMO and LUMO is 6.06 eV.